No. 1
C64H154B2N10O28 | wB97M-V/def2-TZVPD

Computed properties:
frontier orbital gap: 6.26 eV
relative energy (zero: lowest compared OMol25 entry of this formula, charge and spin): 0.0 kJ/mol
largest force on an atom: 2.06 eV/A
lowest unoccupied orbital energy: 2.88 eV

ORCA input file:
```
! RIJCOSX wB97M-V def2-TZVPD def2/J DEFGRID3
* xyz -2 1
O -2.155 3.324 0.706
O -1.419 1.214 0.382
O 3.359 3.261 -5.187
O 1.946 -1.001 -4.506
O -4.979 -0.807 -1.212
O -1.181 1.599 4.763
O 0.388 0.224 -0.905
O 6.269 -8.730 0.455
O -8.058 11.434 0.580
O -4.926 -4.662 1.505
O -0.638 2.836 -3.807
O 1.618 1.978 9.190
O -0.201 -0.733 1.121
O -2.960 -1.080 9.443
O 0.765 1.529 1.126
O -5.233 4.892 0.686
O 5.511 -4.430 -7.245
O -1.214 -2.573 4.641
O -1.953 6.410 -2.065
O -0.197 -2.894 0.517
O 0.443 -1.652 -2.160
O 0.639 -8.111 1.759
O 8.222 0.433 -1.736
O 0.614 3.678 1.723
O -4.503 8.683 -5.570
O -1.272 -4.650 -2.177
O 4.093 1.647 -0.092
O 2.084 -7.130 -4.847
N -4.522 7.257 -3.044
N -7.053 7.980 1.354
N -4.448 -1.929 1.350
N 5.138 -0.158 -2.035
N 0.296 -6.912 -2.617
N -0.886 -0.050 7.174
N 1.240 2.586 6.336
N 3.929 -3.266 -5.267
N 2.926 -7.143 0.209
N 1.745 3.851 -2.938
C -4.812 0.021 -0.081
C 0.904 3.090 -2.017
C 1.764 -8.246 -4.027
C -0.149 -8.990 2.512
C 6.256 -4.083 -8.389
C -5.523 3.509 0.710
C -5.695 7.390 -3.870
C -1.769 -0.304 9.491
C 2.568 -6.700 1.538
C -0.058 -6.493 -1.251
C -1.968 2.635 -4.187
C 2.147 1.015 10.078
C 4.245 -1.917 -4.733
C 0.143 2.647 1.313
C -6.263 5.651 1.274
C 3.959 3.779 -4.026
C 5.088 -4.149 -4.901
C 3.239 -0.871 -5.112
C 1.993 3.380 7.274
C 6.127 -4.136 -6.012
C 6.243 -0.931 -1.495
C 3.777 0.260 0.008
C -4.273 5.951 -2.461
C -5.636 8.624 -4.737
C 9.474 0.643 -2.352
C -5.829 -0.259 -2.172
C -3.131 5.970 -1.445
C 1.839 -7.695 2.401
C -3.441 -2.812 1.932
C 2.663 -7.529 -6.043
C 2.616 2.567 8.391
C 3.148 3.429 -2.786
C -0.515 -1.725 5.495
C 5.224 -7.830 0.897
C 3.802 2.338 1.113
C 7.544 -0.687 -2.273
C 1.261 0.208 -4.615
C 3.839 -0.382 -1.375
C -5.802 -5.607 2.087
C 0.333 -1.092 -1.125
C 4.043 3.548 -6.366
C -9.082 12.327 0.978
C -0.892 6.535 -1.153
C -1.325 2.467 0.793
C -4.042 -4.101 2.452
C -1.370 -5.715 -1.246
C -7.024 9.318 0.775
C -2.301 -3.716 -1.949
C -0.043 -1.747 0.261
C 3.985 -8.142 0.093
C -4.103 10.015 -5.846
C 0.243 3.351 5.558
C 7.540 -8.353 0.861
C -2.871 -2.184 10.308
C -6.101 7.071 0.736
C -0.423 -3.099 3.600
C -1.708 0.927 3.648
C -3.862 -0.696 0.867
C -1.670 0.564 8.235
C -8.150 10.209 1.286
C -0.225 2.548 4.343
C -1.416 -1.285 6.640
C -0.546 3.201 -2.432
C 1.474 -7.758 -2.619
B 3.650 -4.509 -1.922
B -0.096 0.535 0.418
H -9.092 9.651 1.281
H -0.957 -3.907 3.109
H 1.083 3.382 -0.975
H 0.925 -8.834 -4.420
H 4.514 -0.188 0.685
H -6.839 7.996 2.344
H 2.635 -8.908 -3.947
H 8.151 -1.590 -2.117
H 1.376 0.491 10.638
H 7.344 -0.611 -3.346
H -8.991 12.593 2.034
H 2.436 -8.607 2.565
H 4.248 -8.206 -0.962
H -2.429 -1.939 11.280
H -7.078 9.267 -0.313
H -1.509 -5.343 -0.227
H -0.082 -7.337 -0.551
H -3.456 6.617 -0.619
H 3.326 3.299 0.902
H -0.797 0.604 6.395
H 3.263 1.801 7.946
H 3.548 3.108 -7.227
H -3.044 5.002 -0.940
H 4.062 -3.144 -6.269
H -5.070 7.423 0.837
H 4.453 -1.971 -3.668
H 6.013 -1.985 -1.694
H -5.390 0.603 -2.693
H -0.946 4.217 -2.351
H -2.054 -2.876 -1.294
H -2.059 2.252 -5.205
H -0.674 3.293 3.674
H 0.279 0.191 -4.144
H -3.006 -2.304 2.796
H 8.254 -9.113 0.524
H 3.253 3.210 9.011
H -0.441 -8.656 3.517
H 5.382 0.794 -1.756
H -1.757 0.376 10.350
H -0.889 -0.948 9.573
H -3.791 10.558 -4.952
H 3.988 4.876 -4.121
H 3.630 -9.143 0.363
H -4.952 10.478 -6.359
H -0.128 -0.835 4.977
H -0.476 -7.445 -3.010
H -2.688 -3.005 1.160
H -4.755 2.911 0.222
H -5.450 3.133 1.737
H -6.479 3.254 0.247
H 2.383 -7.216 -2.350
H 5.167 -7.988 1.978
H -2.572 3.543 -4.083
H -2.436 -1.170 6.236
H 9.815 1.671 -2.251
H -0.966 0.405 3.032
H -1.495 -2.040 7.426
H 3.401 -3.387 -2.063
H 3.145 -6.354 -0.405
H 5.490 -3.842 -3.938
H -3.559 -0.083 1.718
H -0.651 3.592 6.144
H 1.769 1.120 -4.285
H -1.221 1.546 8.409
H -2.493 1.844 -3.633
H -1.075 -9.230 1.993
H -3.243 -4.144 -1.592
H -4.977 -2.438 0.655
H 5.183 -1.552 -5.189
H 2.929 -6.658 -6.649
H 0.431 -2.103 5.912
H 4.156 4.627 -6.537
H -5.128 5.519 -1.940
H 0.472 -9.887 2.647
H -2.260 1.551 2.933
H 3.483 -6.371 2.058
H -5.723 6.558 -4.600
H 5.751 -4.500 -9.258
H 5.069 3.163 -6.284
H 6.853 -4.963 -5.906
H 3.683 -1.462 -1.302
H -2.926 -0.874 0.321
H 3.048 1.829 1.716
H -3.243 9.956 -6.512
H -7.985 10.427 2.350
H -5.990 -1.005 -2.953
H -3.971 5.276 -3.276
H 1.430 3.635 -3.878
H 5.554 -6.812 0.668
H 6.239 -2.991 -8.467
H -6.625 7.424 -3.301
H 2.784 1.585 10.764
H 3.073 -0.740 -6.188
H -6.532 -5.877 1.322
H -2.544 -3.264 -2.916
H 4.775 -5.188 -4.791
H -2.664 0.827 7.839
H 3.526 -5.091 -2.914
H 0.758 -5.866 -0.891
H -0.052 -2.336 2.914
H -5.729 0.324 0.440
H 4.726 -4.559 -1.471
H 6.751 -3.230 -5.966
H 1.987 -5.777 1.574
H -2.330 -3.052 9.915
H 0.967 0.401 -5.662
H 1.494 -8.561 -1.865
H 0.712 1.836 6.769
H 0.756 4.237 5.180
H 3.514 3.912 -1.880
H 3.555 -8.162 -5.967
H -4.370 0.955 -0.453
H -5.686 9.427 -3.985
H -2.191 -6.385 -1.533
H -0.041 7.000 -1.649
H -1.074 2.473 -1.805
H 2.793 0.054 0.438
H -4.501 -3.923 3.432
H -6.235 5.624 2.372
H 3.066 0.091 -1.984
H 4.995 3.424 -3.966
H -6.286 6.892 -0.326
H -10.067 11.877 0.813
H -5.242 -6.525 2.294
H 1.286 4.078 7.757
H 7.594 -8.290 1.955
H -3.220 -4.803 2.643
H 2.725 0.234 9.576
H -2.416 0.159 3.965
H 1.944 -8.025 -6.718
H -1.099 7.150 -0.268
H 1.630 -7.336 3.414
H 0.655 2.117 3.856
H -6.068 9.816 0.980
H 2.726 4.004 6.758
H -6.314 -5.165 2.943
H 3.628 0.057 -4.668
H -7.261 5.290 1.002
H 1.103 2.012 -1.927
H -6.823 0.032 -1.815
H -3.893 -2.524 10.485
H 0.498 -3.554 3.998
H -3.710 7.453 -3.619
H -6.523 8.718 -5.373
H 3.217 2.341 -2.672
H 4.726 2.531 1.661
H 6.449 -0.858 -0.421
H 9.492 0.357 -3.408
H 10.206 -0.008 -1.858
H 2.870 -5.006 -1.222
H -9.025 13.197 0.326
H -0.583 5.555 -0.774
H 7.284 -4.456 -8.327
H 7.977 -7.463 0.388
*
```


No. 2
C15H11Cl3F5FeOSbSe | wB97M-V/def2-TZVPD

Computed properties:
frontier orbital gap (alpha / beta): 5.37 / 7.76 eV
largest force on an atom: 1.35 eV/A
lowest unoccupied orbital energy (alpha / beta): -6.09 / -3.97 eV

ORCA input file:
```
! RIJCOSX wB97M-V def2-TZVPD def2/J DEFGRID3
* xyz 1 2
Sb -2.278 -1.038 -0.612
Se 0.992 -0.958 -2.247
Fe 0.193 -0.803 -0.074
Cl -0.427 3.878 -0.434
Cl -0.050 -0.665 2.334
Cl -1.468 3.898 4.844
F 4.763 -1.600 1.251
F 6.113 -0.967 -3.200
F 6.726 -1.389 -0.601
F 3.527 -0.765 -3.960
F 2.159 -1.380 0.480
O 0.118 1.033 -0.026
C -2.822 -0.775 -2.646
C 3.827 -0.971 -2.683
C -0.523 3.055 1.069
C -0.371 1.069 2.315
C -0.896 3.733 2.219
C 2.810 -1.081 -1.754
C 5.151 -1.073 -2.304
C -0.746 1.701 3.484
C -1.003 3.051 3.419
C -0.236 1.690 1.087
C 4.466 -1.398 -0.024
C 3.167 -1.291 -0.443
C -3.382 0.486 0.372
C -3.324 -2.810 -0.091
C 5.469 -1.289 -0.972
H -3.099 1.455 -0.040
H -4.395 -2.626 -0.168
H -0.832 1.157 4.416
H -3.045 -3.614 -0.773
H -1.111 4.792 2.174
H -4.444 0.310 0.200
H -3.907 -0.716 -2.713
H -2.389 0.147 -3.030
H -2.469 -1.618 -3.239
H -3.081 -3.104 0.929
H -3.181 0.476 1.443
*
```


No. 3
C4H6N2O | wB97M-V/def2-TZVPD

Computed properties:
frontier orbital gap: 9.31 eV
relative energy (zero: lowest compared OMol25 entry of this formula, charge and spin): 634.4 kJ/mol
largest force on an atom: 0.57 eV/A
lowest unoccupied orbital energy: 0.25 eV

ORCA input file:
```
! RIJCOSX wB97M-V def2-TZVPD def2/J DEFGRID3
* xyz 0 1
O -1.643 0.063 -0.925
N 0.396 1.138 -1.048
N 1.558 1.505 -0.775
C 1.755 -1.364 0.351
C 1.206 -2.335 0.804
C -0.505 0.424 -1.473
C -1.801 0.380 0.469
H -2.789 0.018 0.754
H -1.021 -0.122 1.050
H 0.738 -3.209 1.200
H 2.217 -0.475 -0.043
H -1.740 1.465 0.606
H 1.628 2.510 -0.969
*
```


These records have molar mass values of 1533.60, 665.17, 98.10 u, in the order they appear.